# C10H30BeNO13

A molecular structure, C10H30BeNO13 at a distorted geometry (ωB97M-V/def2-TZVPD, the OMol25 dataset).

Its charge is +1. For the HOMO energy, the calculation gives -11.779 eV. Its gap between HOMO and LUMO is 2.20 eV. As for the spin multiplicity: 1. As for the largest force on an atom: 3.66 eV/Å.

Geometry (Å):
Be  0.250030  0.276542  -0.067988
N  -3.888560  1.299822  -3.496138
O  -4.637610  0.818582  -2.723428
O  -4.343420  1.836242  -4.470188
O  -2.710750  1.357232  -3.323778
C  -1.544850  5.249602  1.083522
C  -0.790240  5.453522  -0.215658
O  0.280880  4.486412  -0.518518
O  -1.926000  3.818482  1.134612
H  -2.437990  5.874122  1.103562
H  -0.899330  5.508112  1.922922
H  -0.461300  6.487822  -0.316268
H  -1.539030  5.290202  -0.990728
H  0.913000  4.826522  -1.155968
H  -2.471410  3.703922  1.916272
C  4.232720  1.632262  3.775852
C  2.964240  1.874952  4.603082
O  1.830620  1.122802  4.140542
O  3.861380  1.524362  2.384332
H  4.633980  0.644812  4.003952
H  4.968240  2.384322  4.061372
H  2.723080  2.932722  4.708302
H  3.203190  1.573052  5.622822
H  1.196830  1.268002  4.846822
H  4.573660  1.930432  1.884972
C  -4.444730  -2.693878  2.687992
C  -5.372020  -2.260028  3.859702
O  -4.652060  -1.667718  4.905092
O  -3.951990  -1.592908  1.979642
H  -4.952930  -3.332768  1.965732
H  -3.583780  -3.201878  3.122502
H  -5.805550  -3.177908  4.256772
H  -6.114480  -1.526468  3.545492
H  -4.535680  -0.748888  4.652482
H  -4.610090  -1.416798  1.303262
C  0.295150  -4.685758  -1.024258
C  1.751980  -4.522358  -0.532478
O  1.813070  -3.504148  0.382242
O  -0.074590  -3.485858  -1.736148
H  -0.359930  -4.782968  -0.158508
H  0.253130  -5.598088  -1.619228
H  2.448970  -4.321058  -1.345978
H  2.133590  -5.455978  -0.119168
H  2.373150  -3.698788  1.137242
H  -0.738190  -3.708088  -2.393298
C  2.972780  0.139062  -5.194418
C  2.684190  -1.077598  -6.074898
O  3.816690  -2.000708  -6.275348
O  2.908850  -0.331228  -3.813578
H  2.238880  0.939492  -5.288248
H  3.943200  0.598342  -5.382718
H  2.317940  -0.818978  -7.068418
H  1.896560  -1.723408  -5.686728
H  3.544260  -2.920428  -6.314178
H  3.822280  -0.597088  -3.684858

Force components x, y, z for each atom (eV/Å):
-0.1111 0.0198 -0.1355
-0.9169 1.2469 -0.9301
-1.6784 -1.9166 2.6220
-0.5672 0.9067 -2.2093
3.4066 -0.3039 0.7456
0.9093 -1.7966 0.0035
-0.1829 -0.6674 -1.5221
-0.8726 0.3484 1.3473
0.3436 1.4113 -0.0550
0.0772 0.0901 -0.1856
-0.0831 -0.1729 0.2550
0.2465 -0.0368 0.2365
-0.0715 0.1254 -0.2433
-0.2497 0.4692 0.0309
-0.0665 -0.0138 0.0952
-1.4953 -1.2228 -0.1402
0.4321 -0.1617 0.3049
0.6574 0.4233 0.1617
0.5090 0.9663 0.2935
0.1267 0.0322 0.4626
0.0186 0.1789 -0.5049
-0.0841 0.2189 -0.5714
0.1265 -0.2116 0.1949
-0.3864 -0.2656 -0.1100
-0.0132 -0.0133 -0.2381
-0.5933 0.0134 0.9078
0.5767 -0.7086 -0.6979
0.4431 0.2669 0.2997
0.3537 0.9323 -0.5631
-0.1985 -0.4481 0.3464
-0.0894 -0.1777 -0.0024
-0.3808 0.1416 0.0212
-0.4291 -0.4269 -0.4241
0.2431 0.0938 0.1892
0.1101 0.3457 -0.1142
1.0869 0.5668 0.2781
-0.3467 -1.2825 -1.0246
-0.1226 1.8464 1.4363
0.2038 -0.4657 0.0618
0.0148 -0.1627 0.0954
-0.2080 0.1414 -0.3098
-0.2761 0.1721 -0.5222
-0.3880 -0.3102 0.2056
0.0234 -0.1777 -0.1566
-0.0487 -0.0412 -0.0059
-0.3244 -1.2901 0.7191
0.1122 -1.4912 -1.2238
0.1524 1.6097 0.5290
0.6069 0.7670 -0.6694
-0.2443 -0.3204 -0.2711
0.1073 -0.2151 -0.2103
0.2153 0.5249 -0.1449
-0.2687 0.5937 0.6380
-0.3987 0.2114 0.0987
-0.0072 -0.3639 0.6057

natural (NBO) population analysis, charges in e, atoms 1 to 4:
1. Be 0.933
2. N 0.712
3. O -0.234
4. O -0.207